Record 1
ORCA calculation (wB97M-V/def2-TZVPD) on a structure of composition C45H50AsCsN2OP2S3SeSi2.

For the total energy, the calculation gives -246076.5936 eV. For the molar mass, the calculation gives 1136.0 g mol⁻¹. For the HOMO-LUMO gap, the calculation gives 4.0 eV. For the relative energy (zero: lowest compared OMol25 entry of this formula, charge and spin), the calculation gives 0.0 kcal/mol. As for the HOMO energy: -0.731 eV. As for the LUMO energy: 0.121 Eh.

```
! wB97M-V def2-TZVPD RIJCOSX def2/J DEFGRID3
* xyz -2 1
Cs -2.17693 0.38313 -0.44251
C 2.85198 3.08840 1.39279
N 2.22991 2.58973 0.19133
P 2.99972 1.35815 -0.73828
C 4.72054 1.84873 -1.28349
C 5.83799 2.14939 -0.46649
C 7.06289 2.48921 -1.05219
C 7.22134 2.54720 -2.48598
C 6.09267 2.20451 -3.25788
C 4.92111 1.80162 -2.68134
C 3.23221 0.09988 0.54503
C 4.45237 -0.67314 0.64721
C 4.58719 -1.63550 1.64356
C 3.49410 -1.90199 2.51325
C 2.33536 -1.17217 2.39994
C 2.16099 -0.20979 1.43872
P 0.67257 3.07559 -0.48499
C 1.22963 4.12429 -1.85722
C 1.90188 5.35130 -1.64966
C 2.45656 6.03747 -2.71909
C 2.23013 5.62568 -4.00856
C 1.49066 4.42985 -4.21084
C 1.05982 3.66667 -3.16435
C -0.01291 4.32664 0.67042
C -0.77979 5.47441 0.25410
C -1.24065 6.37262 1.17780
C -1.08378 6.17618 2.56409
C -0.44066 5.01730 2.97634
C -0.01091 4.06611 2.03091
H 2.51897 2.60144 2.32839
H 2.65875 4.17351 1.50940
H 3.92336 2.94817 1.26405
H 5.72882 2.09615 0.60032
H 7.98049 2.68541 -0.43288
H 8.15200 2.80114 -2.94481
H 6.19045 2.25686 -4.32228
H 4.11723 1.36796 -3.26701
H 5.23854 -0.55925 -0.06940
H 5.46830 -2.27654 1.70801
H 3.47652 -2.73314 3.22256
H 1.54222 -1.29729 3.08598
H 1.21809 0.34402 1.38457
H 1.87654 5.83294 -0.68602
H 3.03453 6.98324 -2.51867
H 2.61895 6.18108 -4.83077
H 1.43551 4.07641 -5.25915
H 0.49309 2.74613 -3.27797
H -0.98765 5.68549 -0.79643
H -1.76317 7.26730 0.81439
H -1.38730 6.99403 3.22828
H -0.29297 4.70416 4.01633
H 0.28479 3.10161 2.40455
Se -5.96150 1.10216 -3.91719
C -5.39902 0.17263 -2.51431
N -4.87871 -0.26434 -1.53794
C -3.61841 -5.32866 -3.72573
Si -3.33470 -4.24639 -2.20754
C -5.01614 -3.52072 -1.85306
C -3.27331 -5.64176 -0.95425
As -1.36150 -2.92099 -2.11662
Si -0.06633 -3.83469 -3.79722
C -0.92498 -3.81849 -5.47615
C 1.64902 -3.11556 -3.94020
C 0.14583 -5.67044 -3.29628
H -4.61037 -5.70871 -3.48482
H -2.89909 -6.17508 -3.86432
H -3.65833 -4.80379 -4.66499
H -5.72890 -4.28989 -1.79189
H -5.29289 -2.72194 -2.60358
H -4.99343 -2.92096 -0.91461
H -4.19836 -6.25026 -0.93097
H -3.18818 -5.38145 0.14910
H -2.50084 -6.40959 -1.15533
H -1.70216 -3.05109 -5.54808
H -1.36041 -4.83147 -5.61387
H -0.21718 -3.61100 -6.28505
H 1.60010 -2.05101 -4.17476
H 2.28772 -3.56246 -4.72620
H 2.17935 -3.16792 -2.98392
H -0.80917 -6.23345 -3.38883
H 0.41884 -5.74550 -2.22562
H 0.90683 -6.29255 -3.79595
O -1.58809 -0.11964 2.15249
C -2.10436 -0.64184 3.30176
C -3.55526 -0.16011 3.33321
C -4.37266 -0.17632 4.45484
C -5.58348 0.43408 4.25729
C -5.75393 0.78934 2.93764
S -4.33421 0.48430 1.93070
C -1.39886 -0.11593 4.57008
C -1.21515 -0.78048 5.75261
C -0.67259 0.03385 6.79388
C -0.44131 1.32552 6.36168
S -1.01699 1.56910 4.76895
C -2.14654 -2.18280 3.19347
C -1.19444 -3.05123 2.66575
C -1.74463 -4.36441 2.38685
C -2.93800 -4.53806 3.02972
S -3.47961 -3.05594 3.81995
H -3.93789 -0.55935 5.41965
H -6.25863 0.72673 5.04048
H -6.59656 1.27574 2.44005
H -1.54319 -1.83461 5.76584
H -0.44298 -0.31927 7.79447
H 0.05547 2.11819 6.94861
H -0.24265 -2.72543 2.27094
H -1.22253 -5.08292 1.70509
H -3.48680 -5.44549 3.14005
*
```

***

Record 2
ORCA calculation (wB97M-V/def2-TZVPD) on the molecule C5H12N2O.

For the total energy, the calculation gives -10399.7965 eV. For the molar mass, the calculation gives 116.2 g mol⁻¹. For the HOMO-LUMO gap, the calculation gives 9.7 eV. For the relative energy (zero: lowest compared OMol25 entry of this formula, charge and spin), the calculation gives 199.0 kcal/mol. As for the HOMO energy: -8.959 eV. As for the LUMO energy: 0.027 Eh. The structure (SMILES) is C=NOC[C@@H](N)CC.

```
! wB97M-V def2-TZVPD RIJCOSX def2/J DEFGRID3
* xyz 0 1
C -1.29901 1.44846 -0.48351
C -1.89530 -0.06870 -0.44298
C -0.92435 -0.96805 0.36107
C 0.29703 -1.50034 -0.62842
C 3.10113 0.63058 0.09280
H -1.62551 2.05263 0.53709
H 0.02329 1.62633 -0.51572
H -1.78789 1.81055 -1.44996
H -1.71028 -0.56170 -1.48501
H -3.01719 0.28902 -0.08881
H -1.19691 -1.94676 0.82439
H -0.14470 -0.66075 2.49017
H 0.28397 0.55101 1.47521
H 0.66289 -2.50878 -0.37858
H -0.24887 -1.52731 -1.57494
H 3.96649 0.54043 1.00193
H 2.85621 1.63039 -0.73160
N -0.56624 -0.13656 1.73809
N 2.04253 -0.23390 0.16321
O 1.18271 -0.46655 -0.90445
*
```